(1)
ORCA calculation (wB97M-V/def2-TZVPD) on C44H41F18MgO25Zr2 as an isolated structure.

Its maximum force is 0.20949 Eh/bohr. Its HOMO-LUMO gap is 2.99 eV. The total energy is -154375.0156 eV. As for the total charge: +3.

```
131
C44H41F18MgO25Zr2 (wB97M-V/def2-TZVPD)
Zr -0.73046 -2.19565 3.64573
Zr 1.52439 3.87046 0.08350
Mg -2.12564 0.41321 -4.18291
C 1.14781 0.05226 0.57591
C 0.50190 -1.10705 1.16413
C -0.91524 -1.44725 0.67852
O -1.56341 -1.99124 1.54884
C -1.35056 -0.92081 -0.56276
C -0.66002 -0.00137 -1.19364
C 0.63957 0.58870 -0.57779
O 1.14791 1.75274 -0.85602
O -1.13352 0.33588 -2.35268
O 0.75617 -1.56608 2.28408
H 1.96658 0.54098 1.08304
H -2.07262 -1.48239 -1.13690
C 1.13751 1.89929 3.75530
C 0.25633 0.87035 4.06065
C -1.20085 0.84955 3.41620
O -1.96361 -0.19550 3.65674
C -1.55802 1.70045 2.38961
C -0.56042 2.76680 1.99808
C 0.81049 2.83503 2.74154
O 1.63198 3.55630 2.21045
O -0.52052 3.33859 0.88398
O 0.71688 -0.16261 4.71998
H 2.16009 2.01147 4.08414
H -2.55729 1.73555 1.98141
C 5.82859 3.15128 0.93952
C 4.42968 3.53448 0.72259
C 4.19529 5.10375 0.48934
O 3.02678 5.39313 0.12032
C 5.27553 6.02460 0.73426
C 6.45250 5.58383 1.02952
C 6.80327 4.07883 1.00149
O 7.98025 3.52818 0.87733
O 7.22312 6.49305 1.57329
O 3.39637 2.91001 0.41910
H 6.04911 2.09793 1.03020
H 5.02242 7.06687 0.86080
C -0.34484 -6.04633 1.17522
C -0.16413 -5.60996 2.63979
O -0.61912 -4.27239 2.99043
H 0.05865 -5.27806 0.51565
H -1.40772 -6.22890 1.01696
H 0.09344 -6.96734 0.79085
H 0.91507 -5.57756 2.78936
H -0.60381 -6.24815 3.40626
C 6.13562 -0.56279 -0.78486
C 4.62958 -0.51399 -0.76687
O 4.12542 -1.81813 -0.99101
C 2.97494 -2.00801 -1.66117
O 2.31072 -1.17460 -2.30657
C 2.51904 -3.47141 -1.50101
F 2.53132 -4.04786 -2.73301
F 3.15618 -4.11769 -0.55440
F 1.19493 -3.43910 -1.11043
H 6.44912 -0.70004 -1.81973
H 6.50355 -1.43190 -0.23954
H 6.73450 0.24734 -0.36876
H 4.37300 0.12282 -1.61348
H 4.26275 -0.07675 0.16176
C 5.18423 -2.88234 2.48999
C 3.80017 -2.60694 2.96479
O 3.61765 -3.43017 4.03818
C 2.45028 -3.41022 4.76590
O 1.42312 -2.94350 4.30843
C 2.53049 -4.16259 6.12239
F 3.60111 -5.00208 6.30693
F 2.55351 -3.19616 7.03713
F 1.38441 -4.90167 6.27142
H 6.00277 -2.66995 3.17774
H 5.46448 -2.26216 1.63856
H 5.37086 -3.93784 2.29199
H 3.14845 -2.79788 2.11221
H 3.70847 -1.59197 3.35147
C 4.74661 6.49531 -3.26764
C 3.35979 6.04594 -3.85547
O 3.42039 4.75115 -4.41635
C 3.30961 3.63367 -3.59959
O 3.34777 3.67562 -2.38092
C 2.92707 2.37553 -4.42862
F 2.58932 2.62320 -5.73588
F 4.04197 1.65378 -4.32454
F 1.88455 1.86826 -3.75984
H 4.77371 6.70912 -2.19916
H 4.97494 7.37769 -3.86545
H 5.53101 5.80081 -3.56848
H 3.16602 6.55924 -4.79732
H 2.43025 6.22529 -3.31520
C -7.45497 0.65515 -4.40265
C -6.07862 -0.07440 -4.29180
O -5.97306 -0.76836 -3.10448
C -4.77764 -1.15258 -2.72868
O -3.76089 -0.82620 -3.37771
C -4.85307 -2.26515 -1.59718
F -3.84286 -3.08733 -1.82992
F -4.74261 -1.66131 -0.35812
F -6.01671 -2.90401 -1.67003
H -8.35963 0.13110 -4.71099
H -7.34928 1.48691 -5.09914
H -7.68486 1.13279 -3.45022
H -5.22180 0.59640 -4.35509
H -5.96250 -0.84492 -5.05399
C -4.91029 -5.85366 1.27186
C -4.00305 -4.81321 1.98787
O -4.69511 -3.92209 2.77240
C -4.16906 -3.20294 3.66024
O -2.96550 -2.78142 3.75810
C -5.19973 -2.93893 4.81577
F -6.17826 -3.95359 4.88797
F -4.62528 -2.94797 6.05313
F -5.80586 -1.80392 4.73056
H -5.85059 -5.44168 0.90554
H -5.23435 -6.58388 2.01340
H -4.40155 -6.48223 0.54099
H -3.41174 -4.19270 1.31450
H -3.25706 -5.31374 2.60517
C -6.62454 4.36389 -4.42110
C -5.23261 3.81506 -4.32568
O -5.18013 3.30317 -2.99688
C -4.07796 2.48664 -2.60723
O -3.35742 1.93398 -3.41029
C -4.03880 2.32160 -1.06484
F -5.10972 2.74482 -0.36127
F -3.87188 1.04492 -0.69186
F -2.92843 2.90933 -0.67991
H -6.89963 5.07284 -3.64020
H -7.30876 3.51665 -4.46724
H -6.78282 4.86218 -5.37753
H -4.43288 4.55155 -4.40381
H -5.10802 3.09527 -5.13468
```

***

(2)
ORCA calculation (wB97M-V/def2-TZVPD) on C44H41GaN5P2S6 as an isolated structure.

Its maximum force is 0.00805 Eh/bohr. Its HOMO-LUMO gap is 6.48 eV. The total energy is -189704.7535 eV. As for the total charge: +1.

```
99
C44H41GaN5P2S6 (wB97M-V/def2-TZVPD)
Ga -0.31386 -1.42490 -0.71525
C 1.04349 -1.91078 -4.78250
C 0.58800 -2.04237 -3.37244
N 0.03965 -1.11359 -2.69254
N -0.28939 0.10808 -3.19814
C -1.29278 0.61017 -2.51459
N -1.74714 1.82083 -2.84632
S -2.15675 -0.21614 -1.19823
C 0.62440 -3.34085 -2.63940
C 1.38345 -4.42035 -3.05141
C 1.33850 -5.59754 -2.31715
C 0.50198 -5.67927 -1.21857
C -0.23704 -4.56295 -0.87076
N -0.17161 -3.41584 -1.54802
H 1.08435 -0.86121 -5.05885
H 0.35012 -2.42365 -5.45249
H 2.02723 -2.36026 -4.91364
H -1.35146 2.28482 -3.64749
H -2.50977 2.24863 -2.34716
H 2.01405 -4.33843 -3.92433
H 1.95070 -6.44236 -2.60228
H 0.43299 -6.57988 -0.62654
H -0.90292 -4.58390 -0.01889
C 0.24403 1.03517 3.06329
N -0.98240 1.65714 3.49022
C -1.78584 2.36222 2.48971
P -0.95846 2.69004 0.84414
C 0.30734 3.94438 1.24120
C 0.48817 4.51358 2.49966
C 1.54324 5.38756 2.73398
C 2.41564 5.71990 1.70936
C 2.23696 5.17074 0.44541
C 1.19976 4.28090 0.21955
C -2.31433 3.69627 0.13239
C -2.19976 5.05283 -0.15836
C -3.25412 5.73894 -0.74728
C -4.44271 5.08655 -1.03703
C -4.57751 3.73830 -0.73137
C -3.51989 3.04900 -0.15488
C -1.07673 2.11494 4.82001
C -2.33172 2.46524 5.32819
C -2.46627 2.91037 6.63158
C -1.36162 3.00788 7.46713
C -0.11627 2.66424 6.96960
C 0.03547 2.23099 5.65840
P 0.01242 -0.38696 1.90492
C 1.83074 -0.70240 1.48301
C 2.66138 -1.30183 2.67642
C 3.58367 -0.31980 3.35240
C 3.83548 0.89739 2.88655
C 3.28686 1.33476 1.60330
C 2.38694 0.60020 0.95418
C -0.49697 -1.73180 3.03581
C -0.78826 -2.98889 2.50701
C -1.23652 -4.02470 3.30722
C -1.42255 -3.81414 4.66658
C -1.15458 -2.56702 5.20847
C -0.69550 -1.53270 4.40373
H 0.76768 0.61343 3.91934
H 0.93500 1.72671 2.57563
H -2.10772 3.32068 2.90500
H -2.70160 1.81206 2.24440
H -0.18219 4.28070 3.31587
H 1.67377 5.81516 3.71968
H 3.23034 6.40812 1.89220
H 2.91186 5.43101 -0.35977
H 1.08040 3.83332 -0.76263
H -1.28261 5.58074 0.06796
H -3.14657 6.79175 -0.97316
H -5.26420 5.62676 -1.48807
H -5.50761 3.22482 -0.93926
H -3.63374 1.99612 0.07599
H -3.20989 2.36593 4.70391
H -3.44972 3.16946 7.00188
H -1.47201 3.34918 8.48685
H 0.75989 2.74832 7.59982
H 1.03187 2.02052 5.29385
H 1.94027 -1.59552 3.44971
H 4.05663 -0.67502 4.26055
H 4.51275 1.55130 3.41969
H 3.61029 2.28013 1.18649
H 1.97628 0.94036 0.00931
H -0.61928 -3.17742 1.45476
H -1.43133 -4.99844 2.87603
H -1.77722 -4.61808 5.29712
H -1.30671 -2.39035 6.26496
H -0.51347 -0.56781 4.85702
C 5.43511 -1.67320 -0.80379
S 5.59323 -1.47849 0.99899
C 4.50159 -2.73181 1.57650
C 3.37549 -2.58127 2.28783
S 1.73130 -1.86763 0.06900
S 2.54041 -4.06023 2.68659
C 3.52059 -5.15715 1.78168
S 3.21338 -6.76427 1.67128
S 4.91393 -4.36954 1.12908
H 6.29402 -2.20247 -1.20856
H 5.37241 -0.67771 -1.23818
H 4.51901 -2.21089 -1.03470
```

***

(3)
ORCA calculation (wB97M-V/def2-TZVPD) on C44H42As2N4O4S2Sc as an isolated structure.

Its maximum force is 0.08806 Eh/bohr. Its HOMO-LUMO gap is 4.14 eV. The total energy is -224500.3557 eV. The calculation puts the energy above the lowest of the compared OMol25 structures with the same formula, charge and spin at 345.0 kJ/mol. As for the total charge: +1.

```
99
C44H42As2N4O4S2Sc (wB97M-V/def2-TZVPD)
Sc -1.06352 -0.75456 3.39344
C 2.42935 7.16894 -2.95273
C 1.86429 7.66250 -1.83573
As 0.67501 0.02838 -2.42303
C 0.88415 -1.48715 -3.57316
C 1.42799 -1.50604 -4.83111
C 1.45944 -2.71656 -5.51915
C 0.93376 -3.86651 -4.96429
C 0.63912 -3.91113 -3.58652
C 0.59002 -2.70938 -2.89906
C 2.30763 1.03855 -3.03017
C 2.18674 2.43085 -3.01476
C 3.28703 3.26311 -3.28326
C 4.45751 2.68668 -3.79413
C 4.54734 1.31247 -3.78459
C 3.52459 0.47720 -3.38188
As -1.67865 1.09676 -3.63315
C -2.65609 -0.38365 -4.45819
C -3.84578 -0.90642 -3.96733
C -4.34881 -2.12621 -4.48712
C -3.48912 -2.92235 -5.26211
C -2.35282 -2.33445 -5.85531
C -2.01277 -1.01361 -5.47959
C -1.30318 1.89675 -5.33361
C -2.43529 2.38611 -6.06026
C -2.27677 2.95934 -7.28671
C -0.98728 2.95159 -7.86107
C 0.11903 2.36207 -7.23660
C -0.04316 1.96878 -5.88867
H 2.72719 7.88233 -3.74656
H 2.79007 6.12974 -3.12003
H 1.59939 6.90412 -1.01418
H 1.55562 8.70784 -1.63759
H 1.82773 -0.60817 -5.25191
H 1.77884 -2.75285 -6.55370
H 0.66659 -4.77661 -5.56094
H 0.38570 -4.87494 -3.10864
H 0.39856 -2.69495 -1.83803
H 1.23013 2.85724 -2.80228
H 3.30310 4.33153 -3.15197
H 5.25151 3.32136 -4.11130
H 5.39677 0.77437 -4.12690
H 3.69865 -0.58925 -3.21334
H -4.45381 -0.46873 -3.12811
H -5.30972 -2.47433 -4.08438
H -3.73970 -4.00601 -5.42278
H -1.64229 -2.89608 -6.47270
H -1.21986 -0.52947 -6.04321
H -3.38969 2.27856 -5.53705
H -3.15366 3.32918 -7.78987
H -0.87618 3.48375 -8.81053
H 1.06985 2.27993 -7.84725
H 0.86478 1.70499 -5.31465
C -5.51808 -1.93242 1.53470
N -5.18099 -1.81351 2.97946
C -5.68646 -2.65356 3.97732
C -5.07944 -2.22706 5.13016
N -4.07337 -1.33701 4.82976
C -4.22179 -0.97766 3.50063
S -3.45147 0.24315 2.63822
C -2.96902 -1.24670 5.70402
C -3.19217 -0.86170 7.05711
C -2.03016 -0.71303 7.85566
C -0.71336 -1.12748 7.34741
C -0.68165 -1.71175 6.10328
N -1.75080 -1.52755 5.20775
H -4.65823 -2.09888 0.84948
H -5.95511 -0.98059 1.20250
H -6.30029 -2.70840 1.51307
H -6.39480 -3.42292 3.75433
H -5.09913 -2.63645 6.16411
H -4.16902 -0.95239 7.46251
H -2.17097 -0.22289 8.84501
H 0.22738 -0.95094 7.91579
H 0.08564 -2.35903 5.67610
C 5.04569 0.59130 8.73795
C 4.24355 0.52609 7.50484
C 3.91749 1.60438 6.69905
C 3.05018 1.48474 5.62108
C 2.52990 0.24622 5.29355
C 2.79946 -0.87610 6.08709
C 3.62841 -0.72066 7.18110
S 1.63957 0.13439 3.72767
O 0.33010 0.84664 4.06090
O 2.46018 0.46999 2.57165
N 1.04107 -1.36010 3.55028
C 1.48222 -2.22772 2.40667
C 0.30861 -2.41074 1.51642
O 0.54762 -2.99678 0.44455
O -0.86895 -1.92758 1.89220
H 6.01237 0.07855 8.57010
H 4.51761 0.13682 9.58019
H 5.20008 1.63627 9.03668
H 4.46904 2.59744 6.75391
H 2.80443 2.40002 5.07182
H 2.25260 -1.79957 5.90638
H 3.93026 -1.54538 7.76870
H 1.69893 -3.24633 2.85324
H 2.34353 -1.78870 1.89342
```

***

(4)
ORCA calculation (wB97M-V/def2-TZVPD) on C44H42AsIrN2O3S2Si as an isolated structure.

Its maximum force is 0.04722 Eh/bohr. Its HOMO-LUMO gap (spin up / spin down) is 6.21 / 6.24 eV. The total energy is -148657.4075 eV. The calculation puts the energy above the lowest of the compared OMol25 structures with the same formula, charge and spin at 32.4 kJ/mol.

```
96
C44H42AsIrN2O3S2Si (wB97M-V/def2-TZVPD)
Ir -0.59957 0.96697 -0.55572
C -0.37567 0.84627 1.65708
Si 1.29303 0.31117 2.27328
C 2.51183 0.99717 0.93638
N 1.94973 1.01107 -0.40862
C 2.16823 2.27847 -1.13662
C 3.05053 2.11857 -2.37012
C 4.28593 1.30087 -2.01342
C 3.87193 -0.11313 -1.58212
C 2.39553 -0.15953 -1.15382
C 1.45893 -1.54493 2.63488
C 0.33533 -2.30713 2.94618
C 0.44633 -3.60583 3.40998
C 1.69453 -4.18873 3.54658
C 2.82283 -3.46193 3.20558
C 2.70463 -2.15163 2.77548
C 1.89043 1.09817 3.89968
C 2.15623 2.46327 3.96048
C 2.57093 3.05917 5.13608
C 2.71423 2.30037 6.28578
C 2.44003 0.94397 6.24928
C 2.03133 0.35387 5.06838
H -0.48987 1.92867 1.78428
H -1.21787 0.34717 2.12828
H 3.46033 0.45837 0.94108
H 2.73503 2.01717 1.23748
H 2.62633 2.99847 -0.45452
H 1.21303 2.71387 -1.44112
H 3.32563 3.11537 -2.71322
H 2.49673 1.63197 -3.17302
H 4.81733 1.80267 -1.20072
H 4.96043 1.25167 -2.86972
H 4.51913 -0.46563 -0.77812
H 3.98453 -0.80843 -2.41372
H 2.21573 -1.03943 -0.53072
H 1.78493 -0.25023 -2.05472
H -0.64747 -1.86503 2.84468
H -0.44147 -4.15513 3.68378
H 1.78903 -5.19553 3.92928
H 3.80243 -3.91443 3.28148
H 3.60143 -1.58523 2.56728
H 2.03013 3.07007 3.07578
H 2.78133 4.11817 5.15808
H 3.03913 2.76287 7.20568
H 2.54373 0.34387 7.14248
H 1.81923 -0.70483 5.04598
S -0.16687 0.75037 -3.13472
C -1.40497 -0.29043 -3.76002
C -1.71367 -0.20523 -5.12012
C -2.67047 -1.03193 -5.66662
C -3.33757 -1.95153 -4.86762
C -3.03007 -2.04673 -3.51922
C -2.05557 -1.23713 -2.95172
As -1.40747 -1.44083 -1.13382
C 0.08873 -2.64923 -1.47542
C 0.60823 -2.88573 -2.74202
C 1.73733 -3.67333 -2.89952
C 2.36733 -4.22583 -1.79652
C 1.86193 -3.98733 -0.52712
C 0.73213 -3.20493 -0.37132
C -2.73917 -2.68263 -0.39912
C -2.48627 -4.02513 -0.13812
C -3.47047 -4.82023 0.42388
C -4.70817 -4.28543 0.73548
C -4.96707 -2.94823 0.47888
C -3.98537 -2.14803 -0.07852
H -1.16957 0.49877 -5.73292
H -2.89237 -0.97203 -6.72252
H -4.07397 -2.61323 -5.29922
H -3.54707 -2.76783 -2.89592
H 0.13493 -2.44573 -3.61092
H 2.12633 -3.85183 -3.89092
H 3.26113 -4.81753 -1.92902
H 2.35493 -4.38833 0.34698
H 0.34403 -2.99403 0.61828
H -1.52227 -4.45083 -0.38872
H -3.26757 -5.86353 0.61418
H -5.46777 -4.91093 1.18008
H -5.93417 -2.53333 0.71808
H -4.17007 -1.09673 -0.27772
O -2.95237 1.87627 -0.67562
C -2.41397 2.99367 -0.77742
N -1.10757 3.11267 -0.96762
S -0.59867 4.67547 -0.92822
O 0.16783 4.89767 0.26878
O 0.03323 5.04307 -2.16282
C -2.24967 5.36537 -0.77362
C -2.69527 6.66397 -0.70952
C -4.06197 6.87367 -0.54672
C -4.93977 5.80277 -0.44512
C -4.47877 4.49687 -0.51412
C -3.11897 4.28917 -0.68422
H -2.00037 7.48587 -0.78562
H -4.44037 7.88347 -0.49622
H -5.99487 5.99257 -0.31132
H -5.14347 3.65097 -0.43732
```